The following is a quantum chemistry calculation of a cluster of 9 separate species, C34H69O30P in total in a non-equilibrium geometry, from the Open Molecules 2025 dataset.

Calculated values
Molecular weight = 988.87 g mol⁻¹
LUMO energy = 0.0061 Ha
SMILES = CCCOC(=O)OCCP(=O)(OCC)OCC.COC(=O)OC.COC(=O)OC.COC(=O)OC.COC(=O)OC.COC(=O)OC.COC(=O)OC.COC(=O)OC.COC(=O)OC
Largest force on an atom = 4.55 eV/Å

```
! RIJCOSX wB97M-V def2-TZVPD def2/J DEFGRID3
* xyz 0 1
C -0.89 -3.29 2.42
C 0.04 -2.59 1.43
C -0.70 -1.66 0.44
O -0.55 -0.30 0.95
C -0.40 0.60 0.02
O -0.77 0.51 -1.07
O 0.19 1.76 0.39
C 1.44 1.60 1.05
C 2.63 1.63 0.08
P 4.20 2.24 0.81
O 4.77 3.32 0.05
O 3.92 2.84 2.30
C 3.76 1.79 3.30
C 2.59 2.12 4.24
O 5.32 1.10 1.02
C 5.14 -0.08 0.21
C 4.37 -1.15 0.99
H -0.27 -3.80 3.15
H -1.51 -2.59 2.98
H -1.46 -4.07 1.93
H 0.84 -2.03 1.90
H 0.51 -3.37 0.82
H -1.76 -1.89 0.46
H -0.25 -1.80 -0.53
H 1.54 2.44 1.72
H 1.50 0.71 1.67
H 2.37 2.35 -0.70
H 2.71 0.66 -0.42
H 4.69 1.64 3.84
H 3.47 0.88 2.78
H 2.94 2.41 5.23
H 1.93 1.26 4.28
H 2.00 2.92 3.79
H 4.71 0.12 -0.77
H 6.13 -0.48 0.03
H 3.29 -1.05 0.91
H 4.68 -2.13 0.63
H 4.73 -1.11 2.02
C -2.55 1.92 1.44
O -3.55 2.65 2.17
C -3.50 2.46 3.48
O -2.72 1.77 4.08
O -4.48 3.19 4.04
C -4.55 3.09 5.46
H -2.69 2.15 0.39
H -1.56 2.24 1.74
H -2.67 0.85 1.59
H -3.63 3.45 5.92
H -4.75 2.06 5.76
H -5.38 3.72 5.78
C -0.49 7.20 -2.09
O 0.54 7.48 -1.14
C 1.25 6.42 -0.76
O 1.08 5.28 -1.14
O 2.17 6.82 0.11
C 3.00 5.76 0.61
H -0.99 8.14 -2.31
H -0.07 6.79 -3.00
H -1.22 6.51 -1.66
H 3.56 5.30 -0.20
H 2.40 5.02 1.14
H 3.71 6.20 1.31
C -0.64 9.83 0.93
O -1.76 10.34 1.66
C -2.94 10.04 1.11
O -3.11 9.41 0.10
O -3.90 10.57 1.88
C -5.22 10.32 1.41
H 0.26 10.13 1.47
H -0.67 8.74 0.89
H -0.60 10.25 -0.07
H -5.43 9.26 1.38
H -5.37 10.76 0.42
H -5.90 10.80 2.11
C 0.88 -8.69 1.17
O 1.31 -8.62 -0.19
C 0.89 -7.54 -0.85
O 0.20 -6.66 -0.39
O 1.36 -7.60 -2.09
C 0.98 -6.49 -2.92
H 1.28 -9.60 1.60
H 1.25 -7.84 1.73
H -0.21 -8.73 1.22
H 1.37 -5.56 -2.51
H -0.10 -6.44 -3.02
H 1.42 -6.66 -3.90
C -8.52 2.07 -1.48
O -7.13 2.31 -1.22
C -6.32 1.33 -1.63
O -6.67 0.32 -2.19
O -5.07 1.67 -1.33
C -4.09 0.71 -1.72
H -9.06 2.93 -1.10
H -8.70 1.99 -2.55
H -8.86 1.18 -0.97
H -4.09 0.57 -2.80
H -4.26 -0.24 -1.21
H -3.12 1.10 -1.42
C 5.67 -1.87 -5.74
O 4.49 -1.15 -6.10
C 3.76 -0.73 -5.06
O 4.01 -0.90 -3.89
O 2.69 -0.08 -5.52
C 1.87 0.43 -4.47
H 6.17 -2.15 -6.66
H 6.34 -1.23 -5.16
H 5.42 -2.77 -5.18
H 2.41 1.15 -3.87
H 1.50 -0.38 -3.84
H 1.02 0.92 -4.93
C -2.23 -9.41 -4.94
O -3.41 -8.68 -5.27
C -3.24 -7.36 -5.37
O -2.20 -6.78 -5.20
O -4.41 -6.81 -5.68
C -4.38 -5.39 -5.81
H -2.51 -10.46 -4.90
H -1.47 -9.28 -5.71
H -1.85 -9.10 -3.97
H -3.70 -5.10 -6.61
H -4.08 -4.92 -4.87
H -5.38 -5.07 -6.06
C 3.47 -5.23 2.25
O 2.83 -4.74 3.43
C 3.60 -4.74 4.52
O 4.75 -5.11 4.57
O 2.89 -4.26 5.54
C 3.59 -4.20 6.78
H 2.75 -5.18 1.44
H 4.33 -4.61 1.99
H 3.78 -6.27 2.38
H 4.46 -3.54 6.70
H 3.91 -5.20 7.09
H 2.91 -3.80 7.52
*
```

Atomic partial charges in e from the Mulliken method, atoms 1 to 8:
1. C -1.476
2. C 0.051
3. C -0.631
4. O 0.005
5. C 0.309
6. O -0.616
7. O -0.268
8. C 0.125



The following is a quantum chemistry calculation of a structure of composition C15H27FeN4O6PS, from the Open Molecules 2025 dataset.

Calculated values
Relative energy (zero: lowest compared OMol25 entry of this formula, charge and spin) = 1.5 kcal/mol
Molecular weight = 478.29 g mol⁻¹
LUMO energy (alpha / beta) = -0.0398 / -0.0420 Ha
Largest force on an atom = 0.56 eV/Å
<S²> = 6.01

```
! RIJCOSX wB97M-V def2-TZVPD def2/J DEFGRID3
* xyz 0 5
Fe 0.59 1.31 0.47
N 0.50 1.26 2.80
N 0.74 2.58 3.19
C 0.80 3.57 2.19
O 0.78 4.73 2.55
O 0.94 3.13 0.98
H -0.49 1.02 2.78
H 0.97 0.64 3.44
H 0.29 2.90 4.03
N 7.52 0.51 1.30
C 6.90 0.86 0.17
S 7.72 1.37 -1.15
C 5.39 0.75 0.21
C 4.64 1.16 -0.88
C 3.26 1.06 -0.83
N 2.61 0.58 0.23
C 3.32 0.17 1.28
C 4.70 0.23 1.30
H 8.52 0.60 1.33
H 7.04 0.27 2.15
H 5.13 1.57 -1.75
H 2.65 1.37 -1.67
H 2.77 -0.22 2.12
H 5.20 -0.13 2.19
C -1.80 -3.89 -0.69
C -1.23 -2.61 -1.25
C -1.89 -2.26 -2.58
C 0.28 -2.70 -1.40
O -1.53 -1.60 -0.24
P -1.50 -0.03 -0.44
O -0.33 0.42 -1.27
O -1.39 0.58 0.94
O -2.84 0.33 -1.19
C -4.16 0.53 -0.60
C -4.21 1.92 0.02
C -5.11 0.42 -1.78
C -4.45 -0.56 0.42
H -1.60 -4.72 -1.37
H -2.88 -3.80 -0.55
H -1.35 -4.11 0.28
H -1.66 -3.04 -3.31
H -1.52 -1.30 -2.97
H -2.97 -2.19 -2.47
H 0.54 -3.52 -2.09
H 0.74 -2.91 -0.43
H 0.69 -1.77 -1.79
H -4.03 2.68 -0.74
H -3.46 2.01 0.81
H -5.20 2.09 0.46
H -4.86 1.18 -2.53
H -6.14 0.58 -1.45
H -5.03 -0.56 -2.25
H -3.74 -0.53 1.25
H -4.42 -1.55 -0.04
H -5.46 -0.40 0.83
*
```

Atomic partial charges in e from the Mulliken method, atoms 1 to 8:
1. Fe 0.664
2. N -0.258
3. N -0.273
4. C 0.678
5. O -0.674
6. O -0.745
7. H 0.303
8. H 0.259



The following is a quantum chemistry calculation of a structure of composition C6H10O in a non-equilibrium geometry, from the Open Molecules 2025 dataset.

Calculated values
Relative energy (zero: lowest compared OMol25 entry of this formula, charge and spin) = 72.7 kcal/mol
Molecular weight = 98.14 g mol⁻¹
LUMO energy = 0.0378 Ha
Largest force on an atom = 1.53 eV/Å

```
! RIJCOSX wB97M-V def2-TZVPD def2/J DEFGRID3
* xyz 0 1
C -2.14 -0.50 0.30
C -0.88 -0.13 -0.48
O -0.50 1.19 -0.06
C 0.84 1.41 -0.40
C 1.56 0.10 -0.20
C 1.07 -0.71 0.93
C 0.29 -1.09 -0.29
H -2.90 0.28 0.16
H -1.93 -0.57 1.38
H -2.55 -1.45 -0.04
H -1.13 -0.11 -1.55
H 0.95 1.78 -1.44
H 1.25 2.17 0.28
H 2.62 0.02 -0.46
H 0.58 -0.09 1.67
H 1.74 -1.46 1.35
H 1.12 -0.83 -1.15
*
```

Atomic partial charges in e from the Mulliken method, atoms 1 to 8:
1. C -1.386
2. C 0.343
3. O -0.450
4. C -0.530
5. C -0.167
6. C -0.675
7. C -0.261
8. H 0.354



The following is a quantum chemistry calculation of a structure of composition C46H35BrCrN3O2P in a non-equilibrium geometry, from the Open Molecules 2025 dataset.

Calculated values
Relative energy (zero: lowest compared OMol25 entry of this formula, charge and spin) = 0.0 kcal/mol
Molecular weight = 824.68 g mol⁻¹
LUMO energy (alpha / beta) = -0.1159 / -0.1247 Ha
Largest force on an atom = 1.01 eV/Å
<S²> = 3.81

```
! RIJCOSX wB97M-V def2-TZVPD def2/J DEFGRID3
* xyz 1 4
Cr 0.27 0.86 -0.01
C -2.88 1.48 1.79
C -1.86 2.57 1.85
C -2.25 3.75 2.50
C -1.39 4.81 2.58
C -0.14 4.68 2.01
C 0.20 3.49 1.40
N -0.64 2.43 1.31
C 1.54 3.33 0.81
C 2.58 4.23 0.96
C 3.80 3.97 0.37
C 3.96 2.82 -0.39
C 2.89 1.96 -0.50
N 1.72 2.21 0.10
C 2.87 0.79 -1.41
C 4.01 0.27 -1.99
C 3.85 -0.64 -3.02
C 2.59 -0.88 -3.51
C 1.48 -0.31 -2.88
C 0.15 -0.33 -3.59
N 1.63 0.39 -1.75
H -3.23 1.25 2.80
H -2.48 0.58 1.36
H -3.73 1.81 1.20
H -3.25 3.79 2.92
H -1.68 5.73 3.08
H 0.56 5.50 2.05
H 2.46 5.12 1.56
H 4.62 4.67 0.48
H 4.88 2.62 -0.91
H 4.99 0.58 -1.65
H 4.72 -1.10 -3.49
H 2.43 -1.49 -4.39
H -0.04 -1.29 -4.07
H 0.21 0.43 -4.37
H -0.67 -0.05 -2.95
O -2.31 3.28 -1.23
C -2.08 2.09 -1.36
O -0.89 1.55 -1.39
C -3.23 1.11 -1.43
C -4.44 1.63 -1.87
C -5.60 0.87 -1.82
C -5.56 -0.39 -1.26
C -4.36 -0.91 -0.81
C -3.17 -0.20 -0.92
P -1.59 -0.99 -0.36
C -2.07 -2.03 1.09
C -2.73 -3.25 0.97
C -3.07 -3.98 2.10
C -2.75 -3.50 3.36
C -2.05 -2.31 3.49
C -1.71 -1.58 2.36
C -1.31 -2.30 -1.64
C -0.05 -2.88 -1.75
C 0.19 -3.92 -2.64
C -0.84 -4.39 -3.45
C -2.09 -3.80 -3.37
C -2.32 -2.76 -2.48
H -4.46 2.65 -2.23
H -6.54 1.28 -2.19
H -6.47 -0.98 -1.16
H -4.37 -1.89 -0.33
H -2.96 -3.66 -0.01
H -3.59 -4.92 1.99
H -3.02 -4.07 4.24
H -1.75 -1.95 4.47
H -1.10 -0.69 2.47
H 0.78 -2.51 -1.16
H 1.18 -4.36 -2.70
H -0.67 -5.21 -4.13
H -2.89 -4.13 -4.02
H -3.30 -2.30 -2.47
Br 1.47 1.69 3.70
C 2.95 1.06 2.69
C 4.18 1.52 3.05
C 5.34 0.89 2.53
C 5.20 -0.27 1.82
C 3.92 -0.78 1.50
C 3.76 -2.11 1.01
C 2.51 -2.62 0.87
C 1.38 -1.75 0.95
C 1.46 -0.41 1.23
C 2.75 -0.02 1.78
H 4.28 2.31 3.77
H 6.32 1.27 2.79
H 6.07 -0.85 1.54
H 4.65 -2.71 0.83
H 2.37 -3.66 0.61
H 0.44 -2.20 0.70
*
```

Atomic partial charges in e from the Mulliken method, atoms 1 to 8:
1. Cr -0.888
2. C -1.655
3. C 0.911
4. C -0.989
5. C -1.256
6. C -0.837
7. C 0.644
8. N 1.173



The following is a quantum chemistry calculation of the molecule C5H12SSi in a non-equilibrium geometry, from the Open Molecules 2025 dataset.

Calculated values
Relative energy (zero: lowest compared OMol25 entry of this formula, charge and spin) = 40.0 kcal/mol
Molecular weight = 132.30 g mol⁻¹
LUMO energy = 0.0269 Ha
SMILES = C[Si](C)(C)/C=C\S
Largest force on an atom = 6.82 eV/Å

```
! RIJCOSX wB97M-V def2-TZVPD def2/J DEFGRID3
* xyz 0 1
C -2.53 1.33 0.17
C -1.21 1.50 0.13
C 1.76 0.96 -0.49
C -0.14 -1.39 -1.24
C 0.55 -0.70 1.73
Si 0.09 0.15 -0.11
S -3.57 -0.25 0.01
H -3.14 2.09 0.35
H -2.64 -1.04 0.61
H -1.05 2.57 0.42
H 2.57 0.23 -0.41
H 1.88 1.31 -1.52
H 2.03 1.74 0.38
H -0.46 -2.28 -0.63
H -0.99 -1.31 -1.96
H 0.92 -1.60 -1.72
H -0.28 -1.04 2.16
H 1.21 -1.45 1.56
H 0.96 0.15 2.42
*
```

Atomic partial charges in e from the Mulliken method, atoms 1 to 8:
1. C -0.500
2. C -0.103
3. C -1.030
4. C -0.943
5. C -1.199
6. Si 0.297
7. S -0.199
8. H 0.449